{
  "formula": "C81H171N9O9",
  "method": "ωB97M-V/def2-TZVPD",
  "charge": 0,
  "smiles": "CC1(C)CCCC(C)(C)N1O.CC1(C)CCCC(C)(C)N1O.CC1(C)CCCC(C)(C)N1O.CC1(C)CCCC(C)(C)N1O.CC1(C)CCCC(C)(C)N1O.CC1(C)CCCC(C)(C)N1O.CC1(C)CCCC(C)(C)N1O.CC1(C)CCCC(C)(C)N1O.CC1(C)CCCC(C)(C)N1O",
  "de_lowest_kj_mol": 1137.4,
  "lumo_ev": 0.2282,
  "e_homo_ev": -7.8,
  "homo_lumo_gap_ha": 0.29630,
  "elements": ["C", "C", "C", "C", "C", "C", "N", "O", "C", "C", "C", "H", "H", "H", "H", "H", "H", "H", "H", "H", "H", "H", "H", "H", "H", "H", "H", "H", "H", "H", "C", "C", "C", "C", "C", "C", "N", "O", "C", "C", "C", "H", "H", "H", "H", "H", "H", "H", "H", "H", "H", "H", "H", "H", "H", "H", "H", "H", "H", "H", "C", "C", "C", "C", "C", "C", "N", "O", "C", "C", "C", "H", "H", "H", "H", "H", "H", "H", "H", "H", "H", "H", "H", "H", "H", "H", "H", "H", "H", "H", "C", "C", "C", "C", "C", "C", "N", "O", "C", "C", "C", "H", "H", "H", "H", "H", "H", "H", "H", "H", "H", "H", "H", "H", "H", "H", "H", "H", "H", "H", "C", "C", "C", "C", "C", "C", "N", "O", "C", "C", "C", "H", "H", "H", "H", "H", "H", "H", "H", "H", "H", "H", "H", "H", "H", "H", "H", "H", "H", "H", "C", "C", "C", "C", "C", "C", "N", "O", "C", "C", "C", "H", "H", "H", "H", "H", "H", "H", "H", "H", "H", "H", "H", "H", "H", "H", "H", "H", "H", "H", "C", "C", "C", "C", "C", "C", "N", "O", "C", "C", "C", "H", "H", "H", "H", "H", "H", "H", "H", "H", "H", "H", "H", "H", "H", "H", "H", "H", "H", "H", "C", "C", "C", "C", "C", "C", "N", "O", "C", "C", "C", "H", "H", "H", "H", "H", "H", "H", "H", "H", "H", "H", "H", "H", "H", "H", "H", "H", "H", "H", "C", "C", "C", "C", "C", "C", "N", "O", "C", "C", "C", "H", "H", "H", "H", "H", "H", "H", "H", "H", "H", "H", "H", "H", "H", "H", "H", "H", "H", "H"],
  "positions_angstrom": [[3.076, 12.176, 48.555], [4.481, 12.866, 48.431], [5.493, 11.759, 47.864], [6.735, 12.519, 47.295], [6.260, 13.524, 46.185], [5.306, 14.636, 46.664], [4.266, 14.068, 47.613], [3.496, 15.140, 48.089], [6.139, 15.719, 47.280], [4.490, 15.057, 45.387], [4.870, 13.294, 49.887], [2.609, 12.005, 47.586], [2.294, 12.740, 49.064], [3.001, 11.243, 49.113], [5.713, 11.109, 48.711], [5.005, 11.074, 47.171], [7.372, 11.727, 46.901], [7.390, 13.011, 48.013], [6.045, 13.135, 45.189], [7.181, 14.087, 46.030], [6.607, 16.344, 46.519], [5.740, 16.422, 48.012], [7.021, 15.410, 47.841], [3.757, 15.836, 45.592], [5.130, 15.308, 44.541], [3.946, 14.200, 44.988], [5.286, 12.538, 50.553], [4.072, 13.746, 50.474], [5.711, 13.972, 49.739], [2.951, 15.225, 47.304], [5.889, 12.614, 37.080], [6.015, 12.473, 35.558], [7.258, 13.186, 35.035], [8.433, 12.296, 35.376], [8.378, 10.939, 34.727], [7.103, 10.204, 34.934], [5.930, 11.068, 35.052], [4.773, 10.469, 35.336], [6.971, 9.185, 33.740], [7.340, 9.483, 36.243], [4.895, 13.301, 34.895], [6.606, 12.019, 37.645], [4.874, 12.460, 37.448], [6.251, 13.595, 37.388], [7.249, 13.426, 33.971], [7.311, 14.195, 35.444], [8.433, 12.216, 36.463], [9.409, 12.738, 35.178], [9.177, 10.355, 35.183], [8.593, 11.028, 33.662], [5.896, 9.037, 33.638], [7.225, 9.555, 32.747], [7.449, 8.219, 33.901], [7.977, 8.601, 36.172], [7.710, 10.206, 36.971], [6.371, 9.096, 36.558], [4.770, 14.289, 35.337], [3.921, 12.812, 34.899], [5.177, 13.499, 33.861], [4.333, 10.496, 34.483], [6.390, 9.460, 40.988], [6.866, 10.822, 41.627], [5.917, 11.352, 42.767], [6.122, 10.491, 44.091], [7.585, 10.420, 44.533], [8.647, 10.204, 43.405], [8.243, 10.886, 42.163], [9.128, 10.637, 41.098], [10.054, 10.598, 43.977], [8.639, 8.678, 43.174], [6.805, 11.950, 40.513], [5.829, 9.000, 41.801], [7.257, 8.922, 40.604], [5.695, 9.721, 40.190], [6.158, 12.386, 43.012], [4.872, 11.331, 42.457], [5.696, 9.498, 43.951], [5.673, 11.037, 44.920], [7.729, 9.786, 45.409], [7.776, 11.405, 44.959], [10.823, 10.459, 43.217], [10.020, 11.564, 44.479], [10.362, 9.923, 44.776], [7.665, 8.322, 42.835], [9.308, 8.260, 42.421], [8.762, 8.060, 44.063], [5.818, 12.158, 40.101], [7.465, 11.805, 39.657], [7.072, 12.943, 40.873], [9.697, 11.408, 41.053], [1.260, 10.625, 38.650], [0.900, 11.648, 37.552], [1.132, 10.963, 36.198], [0.625, 11.748, 34.954], [-0.844, 11.788, 35.127], [-1.275, 12.609, 36.357], [-0.533, 12.001, 37.511], [-1.015, 12.499, 38.687], [-0.982, 14.173, 36.170], [-2.755, 12.353, 36.573], [1.676, 13.006, 37.713], [0.482, 9.863, 38.691], [1.419, 11.154, 39.590], [2.213, 10.151, 38.414], [2.199, 10.778, 36.076], [0.828, 9.916, 36.165], [0.632, 11.219, 34.001], [1.056, 12.724, 34.730], [-1.376, 10.841, 35.221], [-1.295, 12.267, 34.258], [-1.276, 14.719, 35.273], [-1.205, 14.787, 37.042], [0.097, 14.326, 36.177], [-3.149, 12.728, 37.517], [-3.458, 12.710, 35.821], [-2.922, 11.288, 36.732], [2.425, 13.006, 38.504], [1.112, 13.900, 37.980], [2.076, 13.401, 36.779], [-1.525, 11.766, 39.040], [17.427, 15.851, 41.199], [15.960, 15.923, 41.673], [15.953, 17.230, 42.550], [14.624, 17.958, 42.647], [14.072, 18.219, 41.217], [13.717, 16.885, 40.549], [15.015, 16.071, 40.538], [14.920, 15.037, 39.732], [12.401, 16.217, 41.133], [13.496, 17.452, 39.053], [15.767, 14.727, 42.677], [17.634, 16.611, 40.445], [17.555, 14.845, 40.800], [18.121, 15.902, 42.038], [16.219, 16.967, 43.574], [16.821, 17.883, 42.457], [14.733, 18.948, 43.089], [13.969, 17.316, 43.235], [14.888, 18.613, 40.610], [13.231, 18.910, 41.276], [12.689, 15.800, 42.099], [11.564, 16.911, 41.204], [12.152, 15.444, 40.407], [12.783, 18.272, 38.967], [14.377, 17.945, 38.643], [13.299, 16.705, 38.284], [16.545, 14.668, 43.439], [15.512, 13.831, 42.112], [14.836, 14.971, 43.189], [15.327, 15.383, 38.934], [17.139, 10.849, 45.791], [16.512, 11.864, 46.741], [15.732, 12.923, 45.805], [14.776, 13.792, 46.600], [13.894, 12.935, 47.412], [14.538, 11.915, 48.395], [15.617, 11.216, 47.664], [16.108, 10.167, 48.302], [15.011, 12.694, 49.680], [13.525, 10.872, 48.755], [17.554, 12.677, 47.526], [17.874, 10.288, 46.369], [17.615, 11.241, 44.893], [16.333, 10.234, 45.388], [16.526, 13.504, 45.336], [15.253, 12.582, 44.887], [14.198, 14.429, 45.931], [15.315, 14.636, 47.031], [13.205, 12.451, 46.721], [13.301, 13.684, 47.937], [15.666, 13.517, 49.395], [14.153, 13.078, 50.230], [15.436, 12.023, 50.427], [12.670, 11.284, 49.290], [12.984, 10.495, 47.887], [13.987, 10.179, 49.459], [18.038, 12.184, 48.369], [17.143, 13.617, 47.895], [18.404, 12.841, 46.864], [16.391, 10.607, 49.107], [-1.083, 5.106, 36.429], [-0.307, 5.945, 37.513], [-0.941, 5.486, 38.773], [-0.260, 5.765, 40.014], [1.128, 5.151, 39.902], [1.956, 5.605, 38.611], [1.095, 5.559, 37.384], [1.621, 6.081, 36.196], [2.621, 6.938, 38.950], [3.071, 4.542, 38.482], [-0.487, 7.444, 37.512], [-0.577, 4.164, 36.217], [-0.941, 5.735, 35.550], [-2.160, 4.943, 36.457], [-1.962, 5.865, 38.805], [-1.136, 4.422, 38.641], [-0.915, 5.430, 40.818], [-0.130, 6.804, 40.318], [1.012, 4.110, 39.600], [1.704, 5.237, 40.823], [3.156, 7.350, 38.094], [1.818, 7.663, 39.082], [3.313, 7.063, 39.783], [3.799, 4.728, 37.692], [3.657, 4.381, 39.387], [2.744, 3.517, 38.304], [0.039, 7.904, 36.676], [-0.190, 7.845, 38.482], [-1.545, 7.660, 37.367], [1.645, 5.367, 35.555], [13.222, 4.519, 36.611], [11.842, 4.978, 37.319], [12.017, 6.363, 38.056], [11.958, 7.534, 37.116], [10.637, 7.410, 36.256], [10.466, 6.063, 35.428], [10.781, 4.918, 36.303], [10.629, 3.707, 35.591], [9.030, 5.784, 34.908], [11.401, 6.150, 34.202], [11.477, 4.053, 38.479], [13.653, 5.353, 36.056], [13.087, 3.559, 36.111], [13.974, 4.386, 37.389], [11.363, 6.458, 38.923], [13.044, 6.445, 38.413], [12.881, 7.674, 36.554], [11.818, 8.397, 37.767], [10.290, 8.241, 35.642], [9.849, 7.458, 37.008], [8.971, 5.252, 33.959], [8.409, 5.274, 35.645], [8.609, 6.779, 34.764], [12.432, 6.403, 34.449], [11.351, 5.344, 33.470], [11.094, 6.964, 33.545], [12.109, 4.080, 39.367], [11.684, 3.041, 38.131], [10.455, 4.187, 38.835], [10.039, 3.232, 36.181], [7.975, 8.977, 49.429], [9.335, 8.693, 48.679], [10.263, 8.255, 49.835], [11.548, 7.647, 49.432], [11.209, 6.438, 48.546], [10.325, 6.612, 47.353], [9.094, 7.484, 47.771], [8.308, 7.832, 46.730], [11.189, 7.302, 46.253], [9.783, 5.194, 47.064], [9.940, 9.958, 48.034], [7.329, 9.182, 48.576], [8.144, 9.837, 50.077], [7.592, 8.208, 50.099], [10.522, 9.107, 50.463], [9.782, 7.556, 50.520], [12.258, 7.444, 50.235], [12.084, 8.422, 48.884], [10.804, 5.699, 49.237], [12.175, 6.034, 48.245], [12.137, 6.828, 46.001], [10.693, 7.588, 45.326], [11.642, 8.242, 46.570], [10.550, 4.422, 46.997], [9.063, 4.848, 47.806], [9.070, 5.343, 46.253], [11.026, 10.053, 48.053], [9.528, 10.924, 48.327], [9.547, 9.857, 47.023], [7.605, 7.186, 46.829]],
  "forces_ev_per_angstrom": [[-0.701, 0.038, -0.240], [-2.171, -0.981, 2.081], [-0.139, 2.633, 0.894], [-1.496, -1.351, -0.999], [1.917, 0.289, 1.104], [-1.653, -1.778, 0.015], [2.338, -0.994, -2.549], [-0.138, -0.581, 0.537], [1.268, 1.681, 0.610], [0.369, -0.248, 0.392], [1.120, 0.002, -0.444], [0.398, -0.189, -0.342], [0.400, 0.815, 0.169], [0.831, -0.300, -0.054], [0.263, 0.240, 0.178], [0.022, 0.512, -0.574], [0.179, 0.246, -0.463], [-0.580, 0.199, 0.404], [-0.504, -0.528, 0.408], [0.185, 0.086, -0.565], [-0.218, 0.086, -0.384], [-1.042, -0.153, -0.337], [0.028, -0.984, -0.036], [0.244, 0.287, -0.168], [0.238, 0.620, 0.232], [-0.130, -0.255, 0.464], [-0.154, -0.638, -0.362], [-0.064, 0.342, -0.518], [-0.097, 0.505, 0.394], [-0.705, 0.464, 0.348], [0.837, 0.109, 0.343], [-1.191, 0.546, -0.765], [0.970, -0.667, -0.044], [0.825, 0.962, 0.704], [0.820, 1.283, -0.602], [0.291, -1.495, -0.147], [3.422, 3.106, -1.620], [-1.901, -1.297, 0.567], [-1.578, 0.498, 0.478], [-1.330, -0.925, 0.504], [-0.476, -0.197, -0.307], [-0.344, -0.685, -0.218], [0.081, -0.121, -0.053], [-0.531, 0.501, -0.204], [-0.351, -0.662, -0.313], [0.109, -0.146, 0.628], [0.034, -0.317, 0.218], [0.006, 0.238, -0.297], [0.105, -0.195, -0.328], [0.092, 0.223, -0.090], [-0.129, -0.659, 0.088], [0.526, 0.412, 0.231], [0.009, 0.213, 0.134], [0.310, 0.279, -0.093], [0.040, -0.298, 0.197], [-0.064, -0.011, 0.481], [0.103, -0.069, 0.372], [-0.049, -0.054, 0.161], [-0.182, -0.224, -0.141], [-0.656, -0.291, 0.061], [0.116, 1.748, 1.027], [-0.521, 1.979, -0.692], [1.113, -1.690, 0.959], [0.200, 0.689, -0.950], [0.378, 1.622, -0.863], [-0.240, -2.363, 0.899], [-0.247, 1.341, 0.723], [0.499, -0.854, 0.020], [-0.886, -0.245, -0.407], [-0.406, -1.201, -0.270], [0.161, 0.191, 0.117], [0.183, -0.848, -0.394], [-0.320, -0.235, 0.126], [0.049, -0.243, -0.076], [0.216, 0.060, -0.218], [0.002, -0.176, -0.123], [-0.203, 0.027, 0.199], [-0.753, -0.440, -0.091], [0.108, -0.579, -0.438], [0.224, 0.374, -0.208], [0.025, 0.573, -0.088], [0.221, 0.375, -0.582], [-0.434, -0.383, 0.004], [-0.259, 0.384, -0.109], [0.410, 0.505, -0.081], [0.445, 0.433, 0.415], [-0.362, -0.711, 0.106], [0.007, -0.524, 0.108], [0.361, -0.094, 0.642], [-0.043, 0.195, 0.062], [-0.224, 0.949, -0.247], [-0.663, 1.584, -1.033], [2.147, 0.400, -1.384], [-0.516, -1.670, 0.256], [-1.963, 2.196, 0.317], [0.714, 0.797, -0.197], [-1.047, -1.566, -1.575], [-0.014, 0.766, 1.702], [1.348, -0.524, 0.717], [-0.807, -0.376, 1.179], [0.519, 0.285, 0.034], [0.067, 0.074, 0.251], [-0.385, -0.251, 0.214], [0.001, -0.018, -0.210], [0.506, 0.488, 0.255], [-0.981, 0.193, 0.219], [1.266, -0.582, 0.057], [0.087, 0.052, 0.563], [0.676, -0.431, -0.032], [-0.217, 0.162, -0.156], [-0.724, -0.581, -0.120], [-0.818, -0.288, 0.131], [0.239, -0.360, -0.345], [0.314, 0.633, 0.030], [0.474, 0.065, -0.386], [0.107, -0.327, -0.501], [0.479, -0.410, -0.302], [-0.971, -0.590, 0.449], [0.658, -0.638, -0.188], [-0.123, 0.057, 0.312], [-0.750, -1.065, -0.637], [1.085, 1.262, 1.494], [-0.082, -0.114, 1.049], [0.168, 0.433, -1.348], [0.519, -1.273, 1.776], [0.218, 1.731, -1.317], [-0.974, 4.047, 3.118], [0.101, -2.987, -2.137], [2.061, 0.082, -1.069], [0.439, -1.022, -0.015], [-1.890, 1.008, -1.178], [0.133, -0.036, 0.066], [0.337, 0.016, -0.483], [-0.143, 0.322, 0.059], [-0.299, -0.802, 0.295], [-0.177, 0.382, -1.440], [0.083, -0.222, 0.564], [-0.416, 0.351, 0.041], [-0.081, 0.473, 0.180], [-0.065, -0.111, -0.315], [-0.471, -0.151, 0.013], [0.230, 0.119, 0.074], [-0.227, -0.300, 0.369], [-0.581, -0.405, 0.472], [0.613, -0.150, 0.546], [-0.555, -0.275, 0.219], [0.141, -0.237, -0.497], [0.663, -0.352, 0.193], [-0.147, -0.122, 0.431], [0.059, -0.598, -0.546], [-0.104, -0.333, 0.391], [-0.468, 1.848, -0.946], [1.072, -0.064, 0.479], [1.542, 0.878, -1.731], [-0.866, 0.465, 1.049], [0.447, 1.259, -0.861], [-3.556, 2.131, -3.088], [1.355, -1.510, 1.874], [-0.503, -0.605, -0.504], [-1.087, 0.329, 0.861], [0.897, 0.008, -0.580], [-0.083, -0.473, -0.347], [0.190, 0.618, 0.323], [0.087, -0.414, 0.347], [0.291, 0.316, 0.377], [-0.356, -1.126, 0.392], [-0.572, -0.477, -0.477], [0.311, -0.468, 1.257], [0.054, -0.432, 0.056], [-0.482, -0.501, 0.709], [0.076, -0.155, 0.338], [-0.205, 0.253, -0.345], [0.644, -0.063, -0.134], [0.142, 0.592, 0.460], [0.912, -0.754, -0.201], [-0.297, -0.614, -0.552], [-0.442, -0.481, 0.199], [0.155, 0.022, -0.197], [0.021, 0.585, -0.129], [0.928, -0.827, 0.994], [1.003, 1.839, -1.516], [-0.764, -0.737, -0.462], [-1.803, -0.952, -0.550], [1.376, 0.430, 1.899], [-0.305, -0.738, -1.515], [1.177, -0.410, 1.193], [-0.375, -1.278, 1.793], [0.657, 0.943, 0.320], [-0.651, 1.524, -1.335], [0.388, -0.622, -0.259], [-0.556, 0.281, -1.134], [0.003, -0.004, 0.367], [-0.123, -0.299, -0.675], [0.039, 0.223, 0.846], [-0.090, 0.393, -0.231], [0.380, -0.425, 0.541], [0.509, -0.712, 0.375], [-0.153, 0.484, -0.618], [-0.287, -0.460, 0.868], [0.306, 0.022, -0.325], [0.164, -0.202, -0.285], [0.009, 0.195, 0.339], [-0.208, -0.851, 0.231], [-0.097, 0.442, -0.119], [-0.013, 0.706, 0.331], [-0.761, 0.081, -0.305], [0.194, 0.158, 0.238], [0.093, 0.120, -0.302], [-0.126, 0.169, 0.071], [-0.011, -0.379, 0.203], [-0.739, 0.809, 2.096], [1.816, -0.343, -0.020], [0.753, -0.551, -1.691], [-2.088, 0.697, -0.834], [-0.447, -1.098, 0.461], [0.830, -0.705, -0.162], [-0.955, 2.056, 1.241], [0.801, 0.058, 0.495], [0.098, 1.371, 0.387], [-0.032, 0.780, -0.684], [0.532, -1.418, -0.396], [-0.381, -0.326, -0.697], [0.026, 0.431, -0.412], [-0.002, -0.328, 0.300], [-0.281, -0.004, -0.285], [0.049, -0.779, 0.495], [-0.126, -0.143, -0.186], [0.190, 0.428, -0.298], [0.920, 0.187, -0.471], [-0.217, -0.531, 0.321], [0.301, -0.034, 0.130], [0.169, 0.021, 0.071], [-0.374, -0.047, -0.246], [0.037, -0.353, 0.140], [0.152, -0.677, 0.668], [-0.308, 0.540, 0.239], [0.340, 0.726, -0.124], [-0.706, -0.451, 0.018], [-0.092, -0.058, -0.344], [-0.197, -0.320, -0.165], [1.046, 0.583, -1.482], [0.256, -1.349, 2.427], [-0.014, 0.063, 1.140], [0.334, 0.315, -1.814], [1.794, -0.004, 2.043], [-0.532, 1.309, 0.370], [3.345, -0.401, 3.070], [-1.069, 0.193, -1.815], [0.100, 0.426, -0.301], [-1.166, 1.166, -0.498], [-1.294, -0.400, -1.232], [-0.802, 0.305, 0.580], [-0.225, 0.350, -0.315], [0.239, -0.459, -0.565], [-0.471, 0.491, -0.052], [-0.503, -0.126, -0.133], [-0.419, -0.512, 0.271], [0.235, -0.100, -0.517], [-0.317, -0.162, -0.055], [-0.078, -0.340, -0.442], [-0.349, -1.042, -0.102], [-0.349, -0.466, 0.011], [-0.578, 0.337, 0.732], [-0.049, 0.235, -0.703], [0.425, 0.353, 0.811], [0.621, -0.758, -0.999], [-0.241, -0.408, -0.100], [-0.186, -0.187, 0.711], [0.624, 0.363, -0.585], [-0.507, 0.209, -0.451]]
}